Here is a single C16H19N3O2S2 molecule from OMol25. Energies are from ωB97M-V with the def2-TZVPD basis set.

Values from the calculation:
SMILES ... Cc1ccc(S(=O)(=O)NNC(=S)Nc2cccc(C)c2C)cc1
Energy above the lowest of the compared OMol25 structures with the same formula, charge and spin ... 44.1 kcal per mole
HOMO level ... -0.3021 Eh
E_LUMO ... 0.4 eV

The geometry in XYZ format:
```
42
C16H19N3O2S2 (ωB97M-V with the def2-TZVPD basis set)
C -5.011 5.251 -0.115
C -3.776 4.409 -0.199
C -2.519 4.955 0.037
C -1.382 4.167 -0.033
C -1.515 2.831 -0.347
S -0.079 1.788 -0.378
O -0.318 0.654 -1.222
O 1.118 2.554 -0.563
N -0.031 1.262 1.258
N -0.458 -0.022 1.550
C 0.083 -1.166 1.011
S -0.753 -2.564 1.226
N 1.306 -1.058 0.449
C 1.926 -2.138 -0.236
C 2.044 -2.048 -1.617
C 2.632 -3.078 -2.321
C 3.088 -4.196 -1.643
C 2.987 -4.288 -0.263
C 3.488 -5.512 0.443
C 2.419 -3.237 0.465
C 2.350 -3.297 1.958
C -2.750 2.262 -0.587
C -3.879 3.056 -0.512
H -4.763 6.300 0.022
H -5.605 5.145 -1.021
H -5.627 4.928 0.723
H -2.428 6.005 0.275
H -0.397 4.570 0.136
H 0.856 1.500 1.687
H -1.432 -0.105 1.815
H 1.539 -0.146 0.071
H 1.648 -1.178 -2.122
H 2.721 -3.019 -3.395
H 3.531 -5.011 -2.197
H 4.343 -5.271 1.075
H 2.709 -5.929 1.078
H 3.796 -6.268 -0.274
H 2.176 -2.309 2.377
H 3.274 -3.696 2.370
H 1.529 -3.941 2.270
H -2.805 1.215 -0.841
H -4.852 2.626 -0.699
```

=====

Here is a molecular structure, C41H40FN5O5SY from OMol25. Energies are from ωB97M-V with the def2-TZVPD basis set.

Values from the calculation:
Energy above the lowest of the compared OMol25 structures with the same formula, charge and spin ... 0.0 kcal per mole
Charge ... +1
HOMO level ... -0.3436 Eh
E_LUMO ... -3.4 eV

The geometry in XYZ format:
```
94
C41H40FN5O5SY (ωB97M-V with the def2-TZVPD basis set)
Y -0.694 0.153 0.686
C 1.457 1.542 -4.359
C 1.575 0.267 -3.824
C 0.638 -0.198 -2.914
C -0.430 0.608 -2.527
C -0.539 1.894 -3.060
C 0.397 2.351 -3.972
N -1.332 0.150 -1.538
C -2.652 0.205 -1.783
C -3.209 0.300 -3.096
C -4.558 0.349 -3.293
C -5.476 0.310 -2.218
C -4.992 0.212 -0.947
C -3.602 0.160 -0.714
N -3.077 0.139 0.561
N -3.843 0.244 1.561
C -3.148 0.206 2.799
C -3.886 0.570 3.919
C -3.252 0.531 5.147
C -1.918 0.142 5.211
C -1.259 -0.176 4.036
N -1.862 -0.154 2.844
H 2.187 1.902 -5.071
H 2.397 -0.373 -4.118
H 0.731 -1.190 -2.488
H -1.353 2.533 -2.741
H 0.305 3.350 -4.378
H -2.536 0.331 -3.942
H -4.936 0.416 -4.307
H -6.538 0.362 -2.408
H -5.655 0.180 -0.093
H -4.918 0.863 3.802
H -3.787 0.803 6.047
H -1.389 0.100 6.151
H -0.211 -0.443 4.032
C 6.791 2.864 0.517
C 6.390 1.916 1.638
C 7.440 0.863 1.965
C 7.645 -0.072 0.785
C 6.331 -0.630 0.312
C 6.276 -1.805 -0.398
C 5.054 -2.314 -0.839
F 5.068 -3.459 -1.539
C 3.870 -1.693 -0.574
C 3.896 -0.499 0.162
C 2.646 0.174 0.464
O 1.551 -0.267 0.028
C 2.739 1.364 1.235
C 3.964 1.860 1.570
N 5.119 1.239 1.292
C 5.117 0.042 0.593
C 1.461 2.074 1.569
O 1.295 3.256 1.281
O 0.555 1.310 2.073
H 7.727 3.363 0.771
H 6.030 3.627 0.360
H 6.930 2.333 -0.425
H 6.173 2.488 2.542
H 7.115 0.297 2.841
H 8.372 1.364 2.228
H 8.314 -0.891 1.051
H 8.129 0.460 -0.039
H 7.181 -2.355 -0.625
H 2.926 -2.088 -0.918
H 4.053 2.805 2.092
C -2.215 4.715 0.911
C -2.350 3.220 1.083
O -1.327 2.526 0.343
H -2.993 5.230 1.475
H -2.310 4.993 -0.138
H -1.247 5.062 1.278
H -3.301 2.862 0.688
H -2.283 2.941 2.141
H -0.483 2.985 0.548
C -6.498 -3.366 -1.646
C -5.045 -3.309 -1.288
C -4.635 -3.303 0.045
C -3.294 -3.265 0.376
C -2.350 -3.229 -0.644
C -2.733 -3.200 -1.978
C -4.081 -3.251 -2.291
S -0.625 -3.123 -0.300
C -0.344 -4.672 0.546
O -0.482 -2.098 0.824
H -7.130 -3.352 -0.760
H -6.721 -4.275 -2.206
H -6.770 -2.518 -2.275
H -5.379 -3.329 0.830
H -2.983 -3.239 1.413
H -1.986 -3.126 -2.759
H -4.388 -3.227 -3.329
H -1.030 -4.768 1.384
H 0.688 -4.669 0.888
H -0.497 -5.477 -0.172
```

=====

Here is a molecular structure, H18O11V from OMol25. Energies are from ωB97M-V with the def2-TZVPD basis set.

Values from the calculation:
Expectation value of S² ... 0.755
Energy above the lowest of the compared OMol25 structures with the same formula, charge and spin ... 6.7 kcal per mole
HOMO level (spin up / spin down) ... -0.2159 / -0.2780 Eh
2S+1 ... 2
E_LUMO (spin up / spin down) ... -0.6 / -0.6 eV

The geometry in XYZ format:
```
30
H18O11V (ωB97M-V with the def2-TZVPD basis set)
O -10.931 -6.432 8.091
V -9.840 -6.317 6.881
O -10.160 -7.466 5.864
O -12.395 -9.782 4.231
H -12.763 -9.855 5.111
H -11.450 -9.724 4.371
O -8.137 -5.483 5.877
H -7.255 -5.595 6.231
H -8.024 -5.536 4.928
O -7.520 -8.274 5.259
H -8.205 -8.764 4.803
H -7.402 -7.482 4.735
O -10.720 -4.440 6.046
H -10.278 -3.720 5.596
H -11.652 -4.280 5.898
O -8.349 -7.822 8.045
H -7.990 -7.551 8.890
H -7.645 -8.325 7.635
O -8.935 -5.002 8.581
H -9.541 -4.510 9.134
H -8.219 -5.246 9.168
O -11.623 -6.478 3.412
H -11.139 -5.779 2.973
H -10.952 -7.113 3.664
O -13.357 -7.468 6.136
H -12.989 -7.359 5.260
H -14.305 -7.443 6.003
O -14.060 -5.173 8.080
H -14.826 -5.297 8.639
H -13.452 -5.862 8.349
```

=====

Here is 2 unconnected molecules or ions with the total composition C4H4BBrCl4O3 from OMol25. Energies are from ωB97M-V with the def2-TZVPD basis set.

Values from the calculation:
Charge ... -2
HOMO level ... 0.0128 Eh
E_LUMO ... 4.3 eV

The geometry in XYZ format:
```
17
C4H4BBrCl4O3 (ωB97M-V with the def2-TZVPD basis set)
O 1.973 2.272 1.743
C 1.638 1.694 0.575
O 2.441 0.574 -0.008
B 0.277 2.293 -0.185
C -0.954 2.098 0.937
C -1.253 0.453 0.941
O -0.739 -0.241 1.960
Br -2.297 -0.282 -0.598
H 0.054 1.586 -1.124
H 0.363 3.432 -0.469
H -1.885 2.732 0.619
H -0.628 2.494 2.008
C 0.203 -3.821 -1.280
Cl -0.879 -4.264 0.065
Cl -0.758 -3.589 -2.762
Cl 1.055 -2.308 -0.882
Cl 1.392 -5.122 -1.540
```

=====

Here is a gas-phase ion, C6H12NO (charge -1) from OMol25. Energies are from ωB97M-V with the def2-TZVPD basis set.

Values from the calculation:
SMILES ... C=CCC[C@@H](N)C[O-]
Energy above the lowest of the compared OMol25 structures with the same formula, charge and spin ... 3.6 kcal per mole
Charge ... -1
HOMO level ... -0.0879 Eh
E_LUMO ... 3.7 eV

The geometry in XYZ format:
```
20
C6H12NO (ωB97M-V with the def2-TZVPD basis set)
C -2.959 1.239 1.529
C -1.726 1.103 1.088
C -0.839 -0.087 1.335
C -0.256 -0.629 0.015
C 0.983 0.118 -0.471
N 1.956 0.317 0.608
C 1.587 -0.637 -1.707
O 0.714 -1.184 -2.548
H -3.446 0.499 2.156
H -3.580 2.097 1.296
H -1.288 1.872 0.458
H -0.010 0.185 1.982
H -1.467 -0.854 1.797
H -0.949 -0.539 -0.825
H 0.000 -1.685 0.112
H 0.689 1.117 -0.808
H 2.185 -0.585 1.013
H 2.800 0.722 0.226
H 2.272 0.129 -2.178
H 2.316 -1.357 -1.223
```

=====

Here is a molecular structure, C4H6N2 from OMol25. Energies are from ωB97M-V with the def2-TZVPD basis set.

Values from the calculation:
Energy above the lowest of the compared OMol25 structures with the same formula, charge and spin ... 68.2 kcal per mole
HOMO level ... -0.4040 Eh
E_LUMO ... 0.1 eV

The geometry in XYZ format:
```
12
C4H6N2 (ωB97M-V with the def2-TZVPD basis set)
N -0.790 -2.622 1.972
C -0.557 -1.634 1.418
C -0.194 -0.430 0.709
C 1.124 0.247 0.448
C 0.178 1.160 -0.377
N -0.984 0.332 0.042
H 1.613 0.700 1.316
H 1.853 -0.336 -0.121
H -1.361 -0.475 -2.825
H 0.325 1.117 -1.459
H 0.094 2.201 -0.057
H -1.628 -0.368 -2.137
```

=====

Here is a molecular structure, C57H66N5P3RhSSi from OMol25. Energies are from ωB97M-V with the def2-TZVPD basis set.

Values from the calculation:
Energy above the lowest of the compared OMol25 structures with the same formula, charge and spin ... 17.8 kcal per mole
Charge ... +1
HOMO level ... -0.3531 Eh
E_LUMO ... -2.6 eV

The geometry in XYZ format:
```
134
C57H66N5P3RhSSi (ωB97M-V with the def2-TZVPD basis set)
Rh -0.143 -0.724 0.337
C -1.114 0.757 3.456
Si -0.181 -0.641 2.641
C -1.077 -2.156 3.297
C -1.254 -2.404 4.663
C -2.169 -3.345 5.096
C -2.953 -4.035 4.174
C -2.782 -3.821 2.821
C -1.822 -2.903 2.388
P -1.333 -2.736 0.645
C -0.652 -4.400 0.321
C -0.830 -5.043 -0.899
C -0.343 -6.327 -1.094
C 0.317 -6.983 -0.067
C 0.516 -6.337 1.146
C 0.051 -5.048 1.335
C -2.854 -2.624 -0.334
C -3.238 -1.378 -0.831
C -4.413 -1.246 -1.553
C -5.212 -2.355 -1.791
C -4.839 -3.596 -1.298
C -3.666 -3.733 -0.572
C 1.618 -0.516 3.175
C 2.018 -0.143 4.462
C 3.349 0.114 4.748
C 4.307 0.020 3.744
C 3.935 -0.365 2.469
C 2.598 -0.648 2.198
P 2.035 -1.271 0.582
C 3.012 -0.272 -0.595
C 2.524 0.967 -1.017
C 3.307 1.793 -1.812
C 4.572 1.382 -2.213
C 5.057 0.145 -1.812
C 4.285 -0.676 -1.000
C 2.805 -2.921 0.511
C 2.900 -3.612 -0.699
C 3.578 -4.815 -0.767
C 4.172 -5.348 0.369
C 4.060 -4.686 1.580
C 3.373 -3.482 1.653
H -0.688 0.993 4.433
H -1.096 1.648 2.842
H -2.154 0.465 3.605
H -0.689 -1.842 5.397
H -2.294 -3.531 6.154
H -3.691 -4.748 4.517
H -3.381 -4.374 2.110
H -1.350 -4.544 -1.707
H -0.496 -6.817 -2.046
H 0.677 -7.993 -0.209
H 1.033 -6.840 1.950
H 0.198 -4.567 2.294
H -2.619 -0.507 -0.647
H -4.705 -0.275 -1.931
H -6.127 -2.253 -2.358
H -5.462 -4.462 -1.476
H -3.383 -4.709 -0.198
H 1.284 -0.031 5.250
H 3.640 0.407 5.747
H 5.343 0.244 3.959
H 4.687 -0.452 1.694
H 1.528 1.282 -0.728
H 2.923 2.758 -2.119
H 5.183 2.028 -2.831
H 6.041 -0.181 -2.120
H 4.678 -1.633 -0.684
H 2.455 -3.196 -1.594
H 3.647 -5.337 -1.712
H 4.711 -6.284 0.310
H 4.513 -5.098 2.471
H 3.307 -2.973 2.605
N -0.762 1.106 0.200
P -0.751 2.625 -0.162
N 0.498 3.413 0.605
C 1.375 2.681 1.534
C 2.666 3.452 1.738
C 2.385 4.773 2.473
C 0.956 5.250 2.190
C 0.533 4.880 0.776
N -0.647 2.911 -1.808
C -0.755 1.817 -2.765
C -1.593 2.240 -3.966
C -0.991 3.473 -4.627
C -0.823 4.586 -3.599
C -0.038 4.100 -2.385
N -2.134 3.480 0.220
C -3.322 3.199 -0.608
C -4.543 3.882 -0.016
C -4.888 3.305 1.363
C -3.617 2.842 2.086
C -2.433 3.689 1.647
H 1.565 1.689 1.134
H 0.887 2.536 2.508
H 3.118 3.641 0.760
H 3.368 2.833 2.298
H 3.101 5.535 2.161
H 2.520 4.640 3.547
H 0.881 6.332 2.311
H 0.255 4.808 2.901
H 1.246 5.324 0.072
H -0.452 5.287 0.546
H -1.170 0.941 -2.264
H 0.255 1.550 -3.115
H -2.608 2.465 -3.625
H -1.666 1.413 -4.674
H -1.610 3.812 -5.460
H -0.011 3.215 -5.044
H -1.808 4.924 -3.264
H -0.316 5.448 -4.037
H 0.010 4.894 -1.646
H 0.997 3.868 -2.688
H -3.509 2.117 -0.671
H -3.129 3.556 -1.617
H -5.384 3.773 -0.703
H -4.339 4.953 0.059
H -5.582 2.469 1.261
H -5.399 4.064 1.957
H -3.389 1.800 1.846
H -3.744 2.902 3.169
H -1.540 3.452 2.224
H -2.640 4.751 1.823
S 0.092 -1.882 -2.150
C 0.350 -1.206 -3.685
N 1.568 -0.704 -4.030
C 1.901 -0.179 -5.235
C 0.982 -0.146 -6.237
C -0.299 -0.671 -5.961
C -0.612 -1.181 -4.732
H 2.261 -0.704 -3.291
H 2.911 0.189 -5.328
H 1.240 0.266 -7.199
H -1.049 -0.665 -6.741
H -1.591 -1.580 -4.511
```

=====

Here is a molecular structure, C26H44Cl2FNO4P2SYb from OMol25. Energies are from ωB97M-V with the def2-TZVPD basis set.

Values from the calculation:
Charge ... +2
HOMO level ... -0.4101 Eh
E_LUMO ... -8.4 eV

The geometry in XYZ format:
```
82
C26H44Cl2FNO4P2SYb (ωB97M-V with the def2-TZVPD basis set)
C -0.890 4.703 1.299
C -0.234 3.165 1.247
C -0.351 2.640 -0.257
F -1.801 2.888 -0.634
C 0.176 1.177 -0.714
O -0.827 0.847 -1.705
C -1.782 -0.140 -1.620
C -1.731 -0.979 -3.079
C -1.808 -0.177 -4.520
C -1.726 -0.886 -5.996
C -1.555 -2.522 -6.037
C -1.468 -3.407 -4.624
C -1.559 -2.628 -3.150
S -3.623 0.385 -1.544
C -4.009 1.767 -2.806
O -4.032 0.957 -0.168
O -4.423 -0.873 -1.980
C 1.475 1.332 -1.769
Cl 1.505 0.256 -3.333
C 2.641 2.203 -1.635
C 3.832 2.237 -2.810
Cl 2.898 3.276 -0.186
C 0.469 0.040 0.479
C 1.062 -1.259 -0.268
C 1.322 -2.641 0.562
C 2.661 -3.414 -0.092
O 0.251 -3.672 0.334
N -0.706 -0.003 1.351
P -1.421 -1.423 1.999
C -0.493 -2.206 3.507
C -3.089 -0.824 2.821
C -2.844 -0.303 4.392
P 1.864 0.573 1.709
C 3.507 -0.256 1.600
C 4.518 0.206 0.348
C 1.233 1.033 3.426
C 2.298 0.512 4.607
H -2.053 4.572 1.307
H -0.554 5.231 2.298
H -0.587 5.335 0.333
H 0.823 3.265 1.730
H -0.893 2.543 2.024
H 0.208 3.428 -0.963
H -1.719 -1.018 -0.836
H -1.902 1.008 -4.469
H -1.792 -0.191 -6.935
H -1.463 -3.035 -7.098
H -1.312 -4.583 -4.717
H -1.470 -3.256 -2.158
H -4.543 1.264 -3.727
H -3.049 2.339 -3.160
H -4.813 2.468 -2.299
H 3.417 2.559 -3.856
H 4.706 2.958 -2.460
H 4.315 1.147 -2.817
H 2.162 -1.035 -0.687
H 0.485 -1.610 -1.254
H 1.590 -2.502 1.692
H 3.598 -3.359 0.607
H 2.441 -4.579 -0.238
H 2.893 -3.021 -1.195
H 0.449 -4.494 0.873
H -1.534 0.596 1.053
H 0.402 -1.569 3.900
H -0.012 -3.209 3.073
H -1.234 -2.578 4.359
H -3.423 0.153 2.237
H -3.916 -1.657 2.794
H -3.658 0.457 4.754
H -2.935 -1.282 5.069
H -1.770 0.124 4.571
H 3.574 -1.433 1.619
H 4.139 0.070 2.564
H 5.479 -0.484 0.452
H 4.884 1.317 0.448
H 4.073 -0.004 -0.709
H 0.194 0.602 3.748
H 1.161 2.211 3.606
H 3.349 0.977 4.392
H 2.316 -0.678 4.662
H 1.886 0.971 5.611
Yb -5.252 -2.600 -0.951
```

=====

Here is a single C7H9N3O molecule from OMol25. Energies are from ωB97M-V with the def2-TZVPD basis set.

Values from the calculation:
SMILES ... CCO[C@@H](C#N)n1ccnc1
Energy above the lowest of the compared OMol25 structures with the same formula, charge and spin ... 73.3 kcal per mole
HOMO level ... -0.3482 Eh
E_LUMO ... 0.2 eV

The geometry in XYZ format:
```
20
C7H9N3O (ωB97M-V with the def2-TZVPD basis set)
C -2.105 -0.636 -0.060
C -1.042 -1.755 -0.214
O 0.160 -1.460 -0.748
C 1.410 -0.733 0.013
C 2.556 -0.711 -0.813
N 3.487 -0.931 -1.424
N 0.920 0.549 0.370
C 0.710 1.475 -0.636
C 0.180 2.591 -0.085
N -0.080 2.374 1.268
C 0.295 1.129 1.467
H -2.093 -0.119 -1.063
H -3.057 -1.218 0.178
H -1.704 0.219 0.537
H -1.506 -2.588 -0.746
H -0.909 -2.253 0.792
H 1.502 -1.500 0.863
H 1.340 1.372 -1.545
H -0.073 3.636 -0.523
H 0.010 0.560 2.369
```

=====

Here is 2 unconnected molecules or ions with the total composition C4H7N3 from OMol25. Energies are from ωB97M-V with the def2-TZVPD basis set.

Values from the calculation:
Energy above the lowest of the compared OMol25 structures with the same formula, charge and spin ... 47.6 kcal per mole
Charge ... +2
HOMO level ... -0.7250 Eh
E_LUMO ... -9.2 eV

The geometry in XYZ format:
```
14
C4H7N3 (ωB97M-V with the def2-TZVPD basis set)
C 2.304 1.022 -2.477
C -1.126 -1.642 0.659
C 0.739 2.473 0.106
C -1.832 -0.939 -0.144
N 1.587 1.346 -1.637
N 0.790 1.398 -0.581
N -0.323 -2.265 1.460
H 2.590 0.866 -3.503
H 1.450 3.329 -0.277
H 0.195 2.632 0.959
H -2.828 -0.867 -0.163
H -1.389 -0.264 -0.923
H -0.205 -3.344 1.389
H 0.173 -1.820 2.171
```

=====

Calculated total energy (eV)
-47135.7262 -75451.6703 -48501.9818 -131160.2227 -9953.1887 -7222.6351 -117218.3411 -126023.8909 -13919.4069 -8708.7127